--- A ---
C7H8S2 | ωB97M-V with the def2-TZVPD basis set

XYZ file:
```
17
Properties=species:S:1:pos:R:3:lowdin_charge:R:1
C 1.217 -0.060 1.047 -0.15
C 0.088 -0.429 1.582 0.07
C -1.058 0.863 -0.266 -0.75
C 0.389 1.381 -0.608 -0.15
C 0.375 -0.926 -1.039 -0.13
C 1.271 0.197 -0.453 -0.30
C -0.833 -0.581 -0.166 -0.72
S -2.454 1.723 -0.008 0.67
S -2.294 -1.622 -0.104 0.73
H 2.163 0.187 1.726 0.15
H -0.241 -0.712 2.629 0.12
H 0.531 1.705 -1.566 0.10
H 0.619 2.160 0.003 0.09
H 0.178 -0.899 -2.121 0.13
H 0.708 -2.018 -0.853 0.15
H 2.313 0.194 -0.778 0.15
H -2.972 -1.163 0.974 -0.13
```

Results
* net charge: 0
* LUMO energy: -0.23 eV
* gap between HOMO and LUMO: 0.3031 Eh


--- B ---
C7H8S2 | ωB97M-V with the def2-TZVPD basis set

XYZ file:
```
17
Properties=species:S:1:pos:R:3:lowdin_charge:R:1
C 0.269 2.781 0.636 -0.05
C 0.048 1.505 0.844 -0.58
S -0.903 0.744 2.085 0.83
C -1.981 -0.307 1.043 -0.36
C 0.883 0.267 -0.292 -0.49
C 1.307 -0.978 0.014 -0.18
C 1.942 -1.584 -1.100 -0.20
C 1.974 -0.780 -2.190 -0.43
S 1.229 0.747 -1.900 0.99
H -0.199 3.531 1.254 0.06
H 0.910 3.134 -0.154 0.05
H -1.783 -1.353 1.259 0.03
H -1.772 -0.087 0.002 0.03
H -3.012 -0.060 1.278 0.03
H 1.185 -1.443 0.973 0.10
H 2.357 -2.576 -1.075 0.10
H 2.389 -0.983 -3.157 0.06
```

Results
* net charge: 0
* LUMO energy: 0.80 eV
* SMILES: C=C(SC)c1cccs1
* gap between HOMO and LUMO: 0.3447 Eh


Going by the computed energies, the most stable comes first: B, A.


--- A ---
C5H5NO2 | ωB97M-V with the def2-TZVPD basis set

XYZ file:
```
13
Properties=species:S:1:pos:R:3:lowdin_charge:R:1
C -0.387 -0.298 1.124 -0.50
C 0.679 0.124 -0.788 -0.24
C 0.872 0.181 0.563 0.02
C 1.198 0.622 -1.927 0.07
O -0.390 -1.558 1.627 0.10
O -1.193 0.522 1.863 0.10
C -0.875 -0.480 -0.705 -0.23
N -1.834 -0.826 -1.288 0.16
H -1.261 1.378 1.418 0.13
H -1.310 -1.815 1.795 0.13
H 1.772 0.418 1.114 0.12
H 1.756 1.550 -1.909 0.07
H 0.974 0.183 -2.889 0.07
```

Results
* net charge: 0
* LUMO energy (alpha / beta): -1.28 / -0.71 eV
* gap between HOMO and LUMO (alpha / beta): 0.2417 / 0.2902 Eh


--- B ---
C5H5NO2 | ωB97M-V with the def2-TZVPD basis set

XYZ file:
```
13
Properties=species:S:1:pos:R:3:lowdin_charge:R:1
O -2.336 -1.005 -0.206 0.12
C -1.256 -0.505 -0.175 -0.28
C 0.036 -1.367 0.439 0.00
C 1.156 -0.567 -0.132 -0.36
O 2.324 -0.966 -0.201 0.07
C 0.742 0.871 -0.353 -0.15
N -0.100 1.260 0.803 0.15
C -0.683 0.895 -0.401 -0.26
H -0.067 -2.436 0.003 0.15
H -0.009 -1.361 1.550 0.14
H 1.395 1.474 -1.048 0.18
H -0.032 2.187 0.922 0.07
H -1.168 1.520 -1.201 0.18
```

Results
* net charge: 0
* LUMO energy: 0.60 eV
* SMILES: O=C1CC(=O)[C@@H]2N[C@H]12
* gap between HOMO and LUMO: 0.3681 Eh


--- C ---
C5H5NO2 | ωB97M-V with the def2-TZVPD basis set

XYZ file:
```
13
Properties=species:S:1:pos:R:3:lowdin_charge:R:1
O 0.955 -1.693 -1.299 0.06
C 0.704 -0.744 -0.541 -0.29
C 1.071 -0.812 0.941 0.04
C 0.395 0.114 1.705 -0.02
C -0.589 0.816 0.809 -0.15
C -0.262 0.383 -0.606 -0.27
N -1.050 0.823 -1.518 0.04
O -0.687 0.390 -2.716 -0.04
H 1.575 -1.542 1.400 0.06
H 0.484 0.474 2.654 0.08
H -0.640 1.946 0.656 0.13
H -1.787 0.375 0.971 0.20
H -0.170 -0.531 -2.456 0.16
```

Results
* net charge: 0
* LUMO energy: -0.83 eV
* SMILES: O=C1C=CC/C1=N/O
* gap between HOMO and LUMO: 0.3335 Eh


Going by the computed energies, the most stable comes first: B, C, A.


--- A ---
CH2N2O3 | ωB97M-V with the def2-TZVPD basis set

XYZ file:
```
8
Properties=species:S:1:pos:R:3:lowdin_charge:R:1
C 0.997 0.289 -1.487 -0.35
N -0.329 -1.161 1.517 -0.05
N 0.498 0.783 -0.509 0.16
O 1.346 -0.190 -2.469 0.22
O -1.371 -0.635 0.667 -0.09
O -1.159 -0.053 1.914 -0.11
H -0.914 0.017 -0.015 0.11
H 0.933 0.950 0.382 0.11
```

Results
* net charge: 0
* LUMO energy: 0.33 eV
* gap between HOMO and LUMO: 0.3098 Eh


--- B ---
CH2N2O3 | ωB97M-V with the def2-TZVPD basis set

XYZ file:
```
8
Properties=species:S:1:pos:R:3:lowdin_charge:R:1
C 2.780 1.456 -0.132 -0.01
N 4.427 -0.451 -0.907 0.21
N 3.996 -1.182 -0.086 -0.45
O 4.596 -0.096 0.555 -0.04
O 3.513 -2.157 0.231 0.20
O 2.770 2.549 0.175 0.06
H -0.085 0.967 0.381 0.01
H -0.257 0.966 -0.364 0.02
```

Results
* net charge: 0
* LUMO energy: 0.48 eV
* gap between HOMO and LUMO: 0.4215 Eh


--- C ---
CH2N2O3 | ωB97M-V with the def2-TZVPD basis set

XYZ file:
```
8
Properties=species:S:1:pos:R:3:lowdin_charge:R:1
O -3.181 -1.093 1.463 0.17
N -3.511 -1.006 0.369 -0.41
N -3.617 -1.305 -0.776 0.21
O -4.241 0.003 -0.363 -0.01
C -0.001 0.452 -0.229 -0.17
O -0.816 -0.332 0.004 0.00
H -0.388 1.422 -0.656 0.10
H 1.108 0.058 -0.360 0.11
```

Results
* net charge: 0
* LUMO energy: 0.83 eV
* SMILES: [O-][N+]1=NO1.C=O
* gap between HOMO and LUMO: 0.4096 Eh


--- D ---
CH2N2O3 | ωB97M-V with the def2-TZVPD basis set

XYZ file:
```
8
Properties=species:S:1:pos:R:3:lowdin_charge:R:1
C -2.615 -1.552 0.204 -0.24
N -2.447 -0.424 -0.236 0.22
N -2.499 0.998 -0.198 -0.44
O -2.049 1.562 0.739 0.13
O -3.023 1.479 -1.134 0.13
O -2.606 -2.657 0.579 0.19
H 1.161 0.887 -0.888 0.00
H 1.643 0.507 -1.574 0.01
```

Results
* net charge: 0
* LUMO energy: -0.55 eV
* gap between HOMO and LUMO: 0.4037 Eh


Going by the computed energies, the most stable comes first: D, C, B, A.